Below is a structure of composition C34H41AsFeO7S2Te, with properties calculated with ωB97M-V/def2-TZVPD.

Output
strongest force on any atom: 0.84 eV Å⁻¹
frontier orbital gap (alpha / beta): 9.41 / 5.81 eV
energy: -174439.678 eV
LUMO level (alpha / beta): -1.940 / -5.413 eV
charge: +1
spin multiplicity: 6
highest occupied orbital energy (alpha / beta): -0.4170 / -0.4124 Ha

```
87
Properties=species:S:1:pos:R:3:forces:R:3:lowdin_spin:R:1
Fe -0.384101 -0.588392 -0.148983 0.5260 0.3735 0.5416 3.92
C 0.291730 2.955356 1.532881 -0.0374 -0.0253 -0.0671 0.00
C -0.762308 2.203824 0.757105 0.0785 0.0713 0.1085 0.03
C -1.621411 1.339420 1.445245 0.0035 0.0287 0.2229 0.02
C -1.555762 1.233390 2.949008 0.0019 0.0015 -0.0662 0.00
C -2.604481 0.628833 0.744077 -0.0972 -0.2161 0.0972 0.01
C -3.674227 -0.095320 1.524742 0.0680 -0.0600 -0.1073 0.00
C -2.605575 0.629234 -0.667656 0.1418 -0.1479 0.0482 0.01
C -3.629602 -0.215330 -1.395340 0.0224 0.0657 -0.0035 0.00
C -1.766867 1.540301 -1.357913 -0.0753 0.1879 0.0889 0.02
C -1.901645 1.673156 -2.853578 0.0562 0.0401 0.0615 0.00
C -0.917009 2.389400 -0.623359 -0.0267 0.0665 -0.1944 0.02
C -0.226595 3.576397 -1.260887 -0.0557 -0.1434 -0.1048 0.00
H -0.129904 3.441782 2.413162 0.0153 -0.0074 -0.0391 0.00
H 0.789092 3.715354 0.938756 -0.0080 -0.0328 0.0087 0.00
H 1.054824 2.249597 1.873662 -0.0325 0.0069 0.0230 0.00
H -2.274614 1.918463 3.409662 0.0419 0.0149 -0.0152 0.00
H -0.567198 1.481169 3.326960 -0.0325 -0.0224 -0.0193 0.00
H -1.789760 0.226097 3.280880 -0.0334 0.0259 -0.0156 0.00
H -3.316162 -1.054662 1.902864 -0.0252 0.0236 -0.0167 0.00
H -4.562620 -0.272631 0.925342 -0.0117 0.0251 -0.0015 0.00
H -3.969056 0.501094 2.386669 -0.0012 0.0134 -0.0076 0.00
H -4.599870 0.289739 -1.418571 0.0322 -0.0033 0.0122 0.00
H -3.776214 -1.176284 -0.899451 0.0036 0.0403 -0.0205 0.00
H -3.346611 -0.415123 -2.423209 0.0105 0.0103 -0.0340 0.00
H -2.809589 2.228757 -3.110075 0.0540 -0.0164 0.0126 0.00
H -1.974071 0.701751 -3.331221 -0.0197 -0.0851 -0.0374 0.00
H -1.053138 2.183500 -3.302428 -0.0241 -0.0213 0.0321 0.00
H 0.855181 3.460818 -1.315231 0.0994 -0.0475 -0.0371 0.00
H -0.412638 4.467092 -0.660684 -0.0192 -0.0102 -0.0025 0.00
H -0.595604 3.786044 -2.259906 0.0161 -0.0303 0.0048 0.00
O 2.393846 -2.448745 -0.720862 -0.2009 -0.1002 -0.0082 0.00
As 2.504625 -1.538960 0.802365 0.3543 0.5144 -0.0576 0.01
O 4.076894 -1.102897 0.854762 -0.3121 0.0112 0.3148 0.01
O 1.358306 -0.274113 0.696412 -0.0358 -0.7534 -0.3799 0.10
C 2.040444 -2.695862 2.272609 -0.4063 0.0008 0.0800 0.00
C 3.098456 -2.964595 3.127271 -0.1647 -0.1110 -0.0039 0.00
C 2.890625 -3.743649 4.262500 0.0080 -0.0284 0.0413 0.00
C 1.635221 -4.253541 4.546730 0.1022 -0.0033 0.0621 0.00
C 0.562003 -3.985309 3.706256 0.0438 0.0867 -0.1355 0.00
C 0.765557 -3.202742 2.581724 0.2771 0.0610 0.0459 0.00
S -0.639367 -2.842095 1.582198 -0.0196 -0.1189 -0.3585 0.01
O -0.137219 -2.889225 0.173629 0.0218 0.4032 0.2320 0.10
O -1.680802 -3.777643 1.871990 0.0222 0.0154 0.1134 0.01
O -0.990007 -1.421472 1.784125 -0.0432 0.0006 -0.0557 0.04
H 3.293903 -2.776541 -0.856222 0.0236 0.0159 -0.0726 0.00
H 4.072189 -2.559503 2.889950 0.0707 0.0219 0.0210 0.00
H 3.720518 -3.949358 4.926315 -0.0180 -0.0051 -0.0189 0.00
H 1.484070 -4.862659 5.428461 0.0042 0.0135 -0.0205 0.00
H -0.425755 -4.377780 3.909109 0.0358 0.0071 -0.0023 0.00
Te -0.278456 -2.507095 -2.442274 -0.1581 -0.4840 -0.5453 0.43
C -1.754096 -2.147141 -3.900746 0.1208 0.0909 -0.0012 0.04
C -3.004585 -2.758681 -3.857610 -0.0309 -0.0006 -0.0517 0.02
C -3.907589 -2.538335 -4.886301 0.0085 0.0362 -0.0195 0.00
C -3.563190 -1.718229 -5.956750 0.0202 -0.0123 0.0275 0.03
C -2.316940 -1.106097 -5.996685 -0.0328 0.0208 -0.0032 0.00
C -1.412674 -1.313707 -4.964282 0.0145 0.0699 -0.0041 0.03
C -0.874511 -4.509521 -2.211687 -0.0814 0.0605 0.2420 0.03
C -1.833408 -4.922308 -1.293681 0.0430 -0.0400 -0.0320 0.00
C -2.162601 -6.267991 -1.223027 -0.0087 0.0047 -0.0242 0.00
C -1.531912 -7.186183 -2.053903 0.0066 -0.0047 -0.0092 0.00
C -0.565690 -6.765401 -2.956630 -0.0250 -0.0381 0.0070 0.00
C -0.229813 -5.420711 -3.037309 -0.0584 0.0092 -0.0307 0.02
H -3.273935 -3.410369 -3.036074 0.0219 -0.0118 -0.0139 0.00
H -4.881408 -3.011973 -4.855597 0.0499 0.0162 -0.0112 0.00
H -4.266878 -1.561316 -6.764771 0.0187 0.0023 0.0376 0.00
H -2.048252 -0.469044 -6.830972 -0.0136 -0.0401 0.0427 0.00
H -0.440285 -0.830231 -4.993172 -0.0547 -0.0410 -0.0126 0.00
H -2.300324 -4.220594 -0.614530 0.0105 -0.0144 -0.0248 0.00
H -2.907840 -6.598010 -0.510248 0.0317 0.0047 -0.0134 0.00
H -1.789076 -8.236378 -1.991720 0.0095 0.0412 0.0014 0.00
H -0.067057 -7.481610 -3.596430 -0.0086 0.0024 0.0103 0.00
H 0.526136 -5.092951 -3.742416 -0.0003 -0.0316 0.0067 0.01
O 0.738254 0.018727 -2.028131 -0.3197 0.0000 0.0360 0.03
S 1.734021 0.938069 -2.731773 -0.0848 0.1473 0.1897 0.01
C 3.051530 1.375890 -1.558952 0.0950 0.1126 0.0531 0.00
C 4.271104 0.510525 -1.866470 -0.0597 0.0602 -0.1547 0.00
C 4.243509 0.258810 -3.373186 -0.0186 0.0598 0.0582 0.00
C 2.811708 -0.157335 -3.693792 0.0589 -0.0129 -0.0662 0.00
H 2.641127 1.231492 -0.558608 -0.0317 0.0175 -0.0103 0.00
H 3.247698 2.438737 -1.725253 -0.0246 -0.0598 -0.0047 0.00
H 4.204629 -0.417572 -1.304752 0.0551 -0.0298 0.0015 0.00
H 5.184245 1.010690 -1.548001 -0.0012 0.0042 0.0134 0.00
H 4.946911 -0.515941 -3.676778 -0.0170 -0.0065 -0.0201 0.00
H 4.500892 1.169243 -3.921628 0.0073 -0.0299 -0.0005 0.00
H 2.581771 -1.156077 -3.321116 0.0245 -0.0442 0.0360 0.00
H 2.542580 -0.080121 -4.746490 -0.0011 -0.0164 0.0211 0.00
```
Forces are in eV/Å.